(1)
{"formula": "C7H11I", "method": "ωB97M-V/def2-TZVPD", "e_lumo_ev": 0.52, "fmax_ev_per_a": 4.29, "smiles": "I[C@@H]1C[C@H]2CC[C@@H]1C2", "homo_ev": -9.2, "relative_energy_kcal_mol": 0.0, "species": ["I", "C", "C", "C", "C", "C", "C", "C", "H", "H", "H", "H", "H", "H", "H", "H", "H", "H", "H"], "coordinates": [[-2.8300, -0.6369, 1.8710], [-0.8273, 0.0047, 1.2494], [-0.9623, 1.1495, 0.0998], [-0.2370, 0.5092, -1.0748], [1.2692, 0.6753, -0.6114], [1.5162, -0.4826, 0.3141], [0.0949, -1.0266, 0.6009], [-0.4779, -0.9146, -0.8126], [-0.4222, 0.4450, 2.1934], [-0.6882, 2.1033, 0.4392], [-2.0296, 1.0717, -0.2055], [-0.5496, 1.0299, -1.9975], [1.9249, 0.7189, -1.4898], [1.4721, 1.6462, -0.1108], [2.1534, -0.2107, 1.1668], [2.0968, -1.2294, -0.3158], [0.0492, -2.0700, 1.0872], [-1.5296, -1.2507, -0.8477], [-0.0232, -1.5320, -1.5559]], "forces_ev_per_a": [[0.7, -0.1, -0.2], [0.8, 2.2, 0.8], [-2.7, -3.3, 0.3], [1.5, 2.8, 1.5], [0.1, 1.7, -1.6], [0.9, -1.1, -0.2], [-0.5, -1.6, 0.1], [-1.3, -2.4, -0.9], [-0.3, -0.5, -0.7], [0.4, 1.3, 0.2], [0.5, 0.9, 0.5], [0.5, -0.8, 0.2], [0.1, -0.4, 0.2], [-0.5, -0.4, -0.3], [-0.4, -0.2, 0.0], [-0.8, 0.4, 1.2], [0.1, 1.7, -0.8], [0.1, 0.5, 0.1], [0.8, -0.7, -0.4]]}

***

(2)
{"formula": "C7H11IN2", "method": "ωB97M-V/def2-TZVPD", "e_lumo_ev": 0.26, "fmax_ev_per_a": 4.66, "smiles": "CC(C)(C)n1cncc1I", "homo_ev": -8.4, "relative_energy_kcal_mol": 23.8, "species": ["C", "C", "C", "C", "N", "C", "N", "C", "C", "I", "H", "H", "H", "H", "H", "H", "H", "H", "H", "H", "H"], "coordinates": [[1.1760, -0.8411, -1.2431], [0.6995, 0.1764, -0.1791], [1.7967, 0.3310, 0.8714], [0.4392, 1.5868, -0.8716], [-0.5741, -0.3143, 0.4645], [-0.7859, -0.7795, 1.6885], [-2.0760, -0.9898, 1.9803], [-2.8751, -0.7817, 0.8671], [-2.2308, -0.4297, -0.2703], [-2.6275, -0.0661, -2.2513], [1.9992, -1.5296, -1.0239], [0.2855, -1.4184, -1.3976], [1.4203, -0.0795, -2.1210], [2.1947, -0.6319, 1.0686], [2.5248, 0.8403, 0.3243], [1.3059, 0.8824, 1.6206], [-0.0603, 2.1256, -0.0475], [1.3110, 2.2145, -1.0882], [-0.1325, 1.5174, -1.7623], [0.0773, -0.6614, 2.3958], [-3.8679, -1.1516, 0.9749]], "forces_ev_per_a": [[-0.2, 2.5, -1.6], [0.2, -0.2, -0.7], [-1.9, -0.5, -1.6], [0.1, -0.4, 2.7], [-2.7, 0.1, -3.1], [-1.2, 1.8, -0.1], [1.0, -0.4, 0.4], [1.9, -0.9, 0.1], [4.0, 0.5, 2.3], [0.0, -0.1, 0.5], [0.0, 0.5, 0.3], [-0.2, -0.5, -1.0], [-0.2, -2.5, 1.2], [0.2, -0.8, 1.1], [1.5, 1.2, -0.3], [0.5, 0.7, 1.6], [-0.4, 0.2, -0.8], [0.4, -0.8, 0.0], [-0.8, -0.1, -0.5], [-1.3, -0.8, -0.4], [-0.8, 0.4, -0.3]]}

***

(3)
{"formula": "C7H11IN2O", "method": "ωB97M-V/def2-TZVPD", "e_lumo_ev": 0.11, "fmax_ev_per_a": 5.25, "smiles": "COC(C)(C)[C@H]1N=CC(I)=N1", "homo_ev": -9.4, "relative_energy_kcal_mol": 61.4, "species": ["C", "O", "C", "C", "C", "C", "N", "C", "C", "I", "N", "H", "H", "H", "H", "H", "H", "H", "H", "H", "H", "H"], "coordinates": [[1.4916, -1.2016, 0.7075], [1.3221, -0.1816, -0.2828], [0.1324, 0.4869, -0.3075], [0.1892, 1.6260, -1.3341], [-0.3842, 1.0688, 0.9781], [-1.0841, -0.6353, -1.0177], [-1.4659, -2.1497, -0.8909], [-2.6523, -2.1394, -0.4944], [-3.1206, -0.7920, -0.3583], [-5.0635, -0.0467, 0.3049], [-2.3026, 0.0734, -0.7590], [1.1509, -0.7089, 1.7683], [2.6285, -1.3584, 0.9394], [0.9604, -2.0921, 0.5193], [-0.7825, 1.9887, -1.3252], [0.4836, 1.3055, -2.2764], [0.7571, 2.5872, -0.9586], [0.3452, 1.8949, 1.3406], [-1.2679, 1.6369, 0.7783], [-0.5853, 0.3519, 1.6467], [-0.8263, -0.5078, -2.1190], [-3.2613, -3.0279, -0.4601]], "forces_ev_per_a": [[1.8, 3.3, 3.7], [1.3, -0.8, 0.4], [-1.1, -1.0, -1.2], [1.3, 1.3, 2.8], [2.0, 3.5, -1.6], [-0.1, 0.5, -1.4], [3.3, 1.7, 0.1], [-1.1, -0.8, 0.0], [-2.5, 1.9, 0.5], [1.0, -0.8, -0.3], [0.4, 0.2, 0.1], [0.5, -1.5, -2.3], [-2.1, 0.1, -1.1], [-0.6, -1.0, -0.4], [-2.0, 0.6, -0.7], [0.7, -0.4, -1.7], [-0.4, -2.3, -0.6], [-0.8, -1.7, -0.3], [-0.7, 0.0, -0.2], [-0.7, -2.3, 2.9], [-0.2, -0.4, 1.3], [-0.1, -0.2, 0.3]]}

***

(4)
{"formula": "C7H11IN2O2", "method": "ωB97M-V/def2-TZVPD", "e_lumo_ev": 0.49, "fmax_ev_per_a": 3.38, "smiles": "COC(OC)c1c(I)cnn1C", "homo_ev": -8.7, "relative_energy_kcal_mol": 42.8, "species": ["C", "O", "C", "O", "C", "C", "C", "I", "C", "N", "N", "C", "H", "H", "H", "H", "H", "H", "H", "H", "H", "H", "H"], "coordinates": [[2.9271, 0.0532, -0.4098], [1.6694, -0.3761, 0.0695], [0.6138, 0.4218, -0.3199], [0.1263, 0.1350, -1.5903], [-0.7128, 1.1033, -2.2246], [-0.3977, 0.1637, 0.8555], [-1.1484, 0.9899, 1.6484], [-0.9837, 3.0706, 1.6081], [-2.1910, 0.2048, 2.1274], [-2.0667, -0.9998, 1.6408], [-1.0361, -1.0377, 0.8756], [-0.5253, -2.3215, 0.4623], [3.6895, -0.1892, 0.4552], [2.8787, 1.1193, -0.7064], [3.1575, -0.5764, -1.2912], [0.9243, 1.4637, -0.1858], [-1.7688, 0.8835, -2.3504], [-0.4759, 1.2522, -3.2649], [-0.5291, 2.0532, -1.7736], [-2.9527, 0.4920, 2.8555], [-1.2160, -3.0330, -0.0658], [0.4711, -1.9341, 0.2251], [-0.4534, -2.9384, 1.3593]], "forces_ev_per_a": [[1.4, -1.1, 0.7], [0.5, 0.0, -0.6], [-1.3, 0.6, 3.1], [-0.1, -0.6, -0.5], [0.4, 0.2, -0.2], [0.1, -0.1, -2.8], [0.6, 1.2, -0.7], [0.0, -0.3, 0.3], [-0.5, 0.8, 0.9], [-2.5, -1.3, 1.8], [0.1, 0.2, -0.3], [0.2, -0.4, 1.2], [-1.3, 0.8, -1.9], [0.4, -0.5, 0.4], [0.3, 0.5, 0.3], [-0.1, 0.3, -0.6], [-0.3, -0.5, 1.2], [1.0, -0.4, -0.5], [-0.4, 0.8, 0.5], [0.2, -0.3, -0.5], [0.8, 1.6, -0.9], [0.0, -1.9, -1.3], [0.5, 0.3, 0.5]]}

***

(5)
{"formula": "C7H11IO", "method": "ωB97M-V/def2-TZVPD", "e_lumo_ev": 0.28, "fmax_ev_per_a": 3.87, "smiles": "C[C@H]1CC[C@@](C)(I)C1=O", "homo_ev": -9.1, "relative_energy_kcal_mol": 0.0, "species": ["C", "C", "C", "C", "C", "C", "I", "C", "O", "H", "H", "H", "H", "H", "H", "H", "H", "H", "H", "H"], "coordinates": [[-1.1090, 0.9508, 2.1789], [-0.2501, 0.8757, 0.9450], [1.0659, 0.0550, 0.9558], [1.3010, -0.3567, -0.4766], [-0.0238, -0.7295, -1.0394], [-0.0085, -0.8500, -2.5185], [-0.8973, -2.5079, -0.0988], [-1.0036, 0.3993, -0.2539], [-2.1086, 0.6703, -0.6541], [-1.9865, 1.4893, 1.7577], [-0.5023, 1.4598, 2.8655], [-1.4071, -0.0859, 2.4971], [0.0811, 1.8705, 0.6800], [1.1084, -0.6852, 1.7397], [2.0069, 0.6352, 1.4452], [1.6838, 0.5368, -1.1132], [1.9487, -1.1935, -0.3911], [0.9715, -0.4077, -2.8193], [-0.7806, -0.2465, -2.9266], [-0.0901, -1.8797, -2.7733]], "forces_ev_per_a": [[-1.1, -1.3, -1.9], [1.3, -0.6, -0.3], [1.9, 2.6, 2.2], [0.4, 0.8, 0.6], [-1.6, 1.6, 2.0], [1.1, 0.9, 0.2], [0.3, 0.1, 0.0], [0.2, -2.0, -2.5], [0.9, 0.2, 0.6], [0.2, -0.1, 1.3], [0.1, 0.8, 1.6], [0.3, 1.1, -0.1], [-0.2, 0.7, -0.2], [-0.8, -1.2, -0.4], [-2.0, -0.4, -1.6], [-0.3, -1.6, 1.1], [1.2, -0.6, -0.9], [-0.8, -0.6, -0.3], [-0.9, 0.3, -0.7], [0.0, -0.6, -0.8]]}

***

(6)
{"formula": "C7H11N", "method": "ωB97M-V/def2-TZVPD", "e_lumo_ev": 0.51, "fmax_ev_per_a": 4.63, "smiles": "C=C(C)/N=C\\C=C\\C", "homo_ev": -8.0, "relative_energy_kcal_mol": 67.7, "species": ["C", "C", "C", "N", "C", "C", "C", "C", "H", "H", "H", "H", "H", "H", "H", "H", "H", "H", "H"], "coordinates": [[2.7947, 0.1106, -1.4856], [1.9985, -0.0456, -0.3511], [2.0592, 1.0180, 0.7256], [1.3448, -1.2107, -0.1798], [0.1138, -1.3504, -0.0597], [-0.9466, -0.3385, -0.0964], [-2.1796, -0.6551, 0.3682], [-3.3772, 0.2723, 0.4040], [3.4823, 0.9171, -1.4634], [2.9237, -0.7374, -2.0726], [1.1323, 1.2267, 1.2133], [2.2763, 1.9360, 0.2037], [2.8957, 0.7493, 1.3017], [-0.1583, -2.2962, 0.2894], [-0.9940, 0.5304, -0.7448], [-2.2832, -1.7410, 0.7194], [-3.1790, 1.0784, 1.1172], [-4.3685, -0.2207, 0.6078], [-3.5348, 0.7567, -0.4971]], "forces_ev_per_a": [[-2.0, 0.1, 3.9], [2.5, 2.0, -3.4], [-0.6, -0.1, -1.9], [0.6, -1.1, 0.4], [-0.6, 1.5, 0.5], [-2.4, -0.4, -0.7], [0.6, -1.7, 0.2], [-0.3, -1.3, 1.6], [0.4, 0.7, -0.6], [0.3, -1.1, -1.3], [-0.5, -0.4, 0.8], [0.4, 0.4, -0.1], [0.7, -0.1, 1.5], [-1.0, -1.7, 0.2], [1.1, 0.4, 0.3], [-0.1, 1.7, 0.0], [-0.3, -0.3, 0.2], [1.2, 0.3, 0.2], [0.0, 1.0, -2.1]]}